7
Properties=species:S:1:pos:R:3 method="wB97M-V/def2-TZVPD" fmax_ev_per_a=4.62 spin_multiplicity=1 homo_energy_ev=-9.60 homo_lumo_gap_ev=9.311 total_energy_ev=-35416.2791 e_lumo_ev=-0.29
C -0.175 0.541 -0.157
P 0.555 -0.841 0.738
Cl 0.329 2.069 0.265
Cl 1.956 -1.045 -0.685
H -1.762 0.378 0.780
H -0.293 0.449 -1.218
H -0.611 -1.552 0.276

11
Properties=species:S:1:pos:R:3 method="wB97M-V/def2-TZVPD" fmax_ev_per_a=1.50 spin_multiplicity=1 homo_energy_ev=-10.23 homo_lumo_gap_ev=8.324 total_energy_ev=-52668.6112 e_lumo_ev=-1.91
C -2.017 -0.037 -0.017
O 1.645 -2.136 0.857
O 0.175 1.117 0.857
O 0.099 1.204 -1.964
Si -0.459 0.838 -0.613
Cl 3.014 -1.880 0.284
Cl 1.626 1.822 1.370
Cl 2.909 -0.280 -1.097
H -2.689 -0.211 -0.848
H -1.764 -0.990 0.436
H -2.538 0.553 0.734

8
Properties=species:S:1:pos:R:3 method="wB97M-V/def2-TZVPD" fmax_ev_per_a=2.90 spin_multiplicity=1 homo_energy_ev="-9.13 / -8.37" homo_lumo_gap_ev="7.780 / 8.213" total_energy_ev=-46531.3021 e_lumo_ev="-1.35 / -0.15"
C 0.038 -0.201 1.958
Si -0.094 0.174 -1.527
Cl 1.874 0.420 -2.042
Cl -0.789 -1.691 -2.174
Cl -1.189 1.790 -2.079
H -0.701 -0.833 2.314
H 1.018 -0.523 1.818
H -0.157 0.865 1.733

8
Properties=species:S:1:pos:R:3 method="wB97M-V/def2-TZVPD" fmax_ev_per_a=4.65 spin_multiplicity=1 homo_energy_ev=-8.93 homo_lumo_gap_ev=9.223 total_energy_ev=-46532.9946 e_lumo_ev=0.29
C 0.804 0.488 -1.152
Si -0.638 -0.334 0.818
Cl -2.334 -1.218 0.300
Cl 0.670 -1.593 1.579
Cl -1.085 1.159 2.036
H 1.642 0.823 -0.557
H 0.864 -0.567 -1.556
H 0.078 1.242 -1.467

8
Properties=species:S:1:pos:R:3 method="wB97M-V/def2-TZVPD" fmax_ev_per_a=3.30 spin_multiplicity=1 homo_energy_ev=-10.82 homo_lumo_gap_ev=10.400 total_energy_ev=-46530.1129 e_lumo_ev=-0.42
C 0.386 -0.585 -0.555
Si -0.504 0.603 0.615
Cl -1.141 -1.367 -1.361
Cl 1.461 -1.753 0.036
Cl 1.500 1.806 1.492
H 1.026 -0.185 -1.399
H -1.161 1.282 -0.443
H -1.567 0.199 1.614

8
Properties=species:S:1:pos:R:3 method="wB97M-V/def2-TZVPD" fmax_ev_per_a=4.74 spin_multiplicity=1 homo_energy_ev=-8.82 homo_lumo_gap_ev=8.505 total_energy_ev=-28648.3843 e_lumo_ev=-0.32
C -0.540 -1.518 -0.590
N -0.007 0.941 0.237
F -1.260 -1.621 0.485
S 0.642 -0.303 -0.791
Cl 2.692 -0.363 0.269
H 0.103 0.563 1.231
H -0.326 -2.443 -1.084
H 0.596 1.625 -0.053

7
Properties=species:S:1:pos:R:3 method="wB97M-V/def2-TZVPD" fmax_ev_per_a=2.83 smiles=N[C@H](Cl)I spin_multiplicity=1 homo_energy_ev=-9.12 homo_lumo_gap_ev=9.337 total_energy_ev=-23198.2354 e_lumo_ev=0.22
N 0.738 0.441 0.348
C -0.341 -0.296 -0.079
Cl -0.111 -1.265 -1.539
I -2.042 1.169 -0.332
H 1.423 0.497 -0.319
H 1.110 0.206 1.199
H -0.777 -0.751 0.722

7
Properties=species:S:1:pos:R:3 method="wB97M-V/def2-TZVPD" fmax_ev_per_a=4.35 spin_multiplicity=1 homo_energy_ev=-8.46 homo_lumo_gap_ev=7.123 total_energy_ev=-23197.5185 e_lumo_ev=-1.33
C 0.247 -0.147 -0.578
N 0.251 0.972 0.200
Cl -0.823 -0.072 -1.980
I -0.753 -2.185 1.268
H 1.087 -0.688 -0.374
H -0.671 1.426 0.294
H 0.662 0.694 1.171